No. 1
{"formula": "C12H32N5O7", "method": "ωB97M-V with the def2-TZVPD basis set", "charge": 3, "lumo_energy_ev": -11.03, "mol_weight_g_mol": 358.416, "e_homo_ev": -19.67, "e_tot_ha": -1275.364640, "gap_ev": 8.64, "symbols": ["N", "O", "O", "O", "C", "C", "O", "N", "H", "H", "C", "H", "H", "H", "H", "H", "H", "C", "C", "O", "N", "H", "H", "C", "H", "H", "H", "H", "H", "H", "C", "C", "O", "N", "H", "H", "C", "H", "H", "H", "H", "H", "H", "C", "C", "O", "N", "H", "H", "C", "H", "H", "H", "H", "H", "H"], "positions_angstrom": [[0.32777, -0.24468, 0.77921], [1.52765, -0.13286, 0.59682], [-0.46018, -0.96791, 0.13216], [-0.15034, 0.53084, 1.55802], [2.22493, 2.11595, 0.85549], [0.98833, 3.01055, 0.91901], [0.79538, 3.92847, 0.18010], [-0.03669, 2.72547, 1.98113], [-0.85098, 3.30361, 1.83012], [-0.43972, 1.80383, 2.07196], [0.36760, 3.21542, 3.33111], [2.53491, 1.69670, 1.81269], [3.10664, 2.73774, 0.70033], [2.22166, 1.50192, -0.04510], [1.37432, 2.94315, 3.64809], [-0.28100, 2.68181, 4.02586], [0.21702, 4.29496, 3.32650], [-1.68200, -3.16969, 2.37454], [-2.76990, -2.45775, 1.52561], [-3.94035, -2.86386, 1.38502], [-2.20644, -1.20068, 0.85957], [-1.90942, -0.58041, 1.59926], [-1.36878, -1.36019, 0.31830], [-3.10731, -0.67747, -0.27542], [-1.30593, -2.58493, 3.21401], [-0.83466, -3.42651, 1.73880], [-2.11133, -4.05113, 2.85081], [-4.07622, -1.17454, -0.32255], [-2.75968, -0.91529, -1.28075], [-3.24600, 0.39949, -0.18037], [1.40768, -2.13915, -2.27809], [2.33316, -2.36452, -1.07456], [3.53862, -2.64827, -1.22707], [1.62521, -2.40272, 0.31151], [1.54327, -1.44918, 0.63422], [0.65643, -2.67150, 0.21502], [2.39292, -3.25546, 1.31732], [0.71011, -1.31686, -2.11888], [0.85768, -2.99282, -2.67415], [2.03967, -1.74553, -3.07418], [1.85480, -3.51912, 2.22782], [3.29317, -2.71989, 1.61868], [2.74512, -4.15447, 0.81151], [-1.33603, 3.13937, -3.62929], [-0.23878, 2.12011, -3.61541], [0.93270, 2.39001, -3.85327], [-0.55572, 0.81113, -2.92400], [-1.50402, 0.49380, -3.06588], [0.02508, 0.17622, -3.45284], [0.07025, 0.77921, -1.50425], [-1.07366, 4.09655, -3.17865], [-2.00002, 2.67477, -2.90035], [-1.76651, 3.41384, -4.59234], [1.06566, 0.36162, -1.35298], [-0.68059, 0.09607, -1.10717], [-0.08547, 1.74478, -1.02309]], "atomic_forces_ev_per_a": [[-0.727, 2.141, 0.691], [0.214, -0.622, -0.271], [14.328, 1.497, -4.491], [-1.825, -1.923, 1.405], [0.873, 2.191, 0.599], [1.289, 0.146, -1.165], [-0.504, -0.786, 0.733], [-0.619, 2.794, 1.063], [-0.251, 0.690, -0.860], [0.705, 0.672, -0.004], [0.190, -0.072, 1.121], [-0.709, -0.850, -0.275], [-0.283, 0.843, -0.370], [0.052, 0.381, 0.527], [0.122, 0.081, -0.577], [-0.174, 0.520, 0.170], [0.159, -0.163, 0.392], [-1.025, 0.426, -0.293], [-3.575, -2.057, 0.836], [5.117, 2.208, 0.051], [-11.920, -2.967, 2.248], [-0.486, 0.584, -0.003], [-3.484, -2.837, 1.532], [-0.551, 0.565, 0.840], [-0.073, 0.508, -0.115], [-0.009, -0.242, -0.052], [-0.007, -0.113, -0.424], [-0.072, 0.044, 0.901], [0.997, -0.128, 0.191], [-0.092, -0.137, 0.044], [0.525, 1.248, 0.117], [3.619, -2.165, -1.807], [-5.448, 1.538, 1.759], [1.895, -4.182, -0.291], [1.768, -0.788, -0.080], [0.094, -0.929, -0.462], [0.812, -0.146, -0.386], [-0.184, -0.613, 0.407], [0.239, -0.340, 0.445], [0.296, -0.443, -0.092], [-0.508, 0.248, -0.372], [-0.131, 0.194, -0.164], [-0.248, 0.003, 0.067], [-0.547, -0.877, 1.022], [3.882, 4.225, -0.993], [-3.255, -2.181, 0.716], [3.002, 0.430, -0.666], [-0.623, 0.101, 0.586], [0.244, -0.634, -0.534], [-3.189, 0.498, -1.098], [0.811, -0.139, -0.075], [-1.234, 0.516, -0.456], [-0.175, -0.624, -0.065], [-0.279, 0.579, -1.337], [0.700, 0.960, -0.227], [0.273, 0.127, -0.457]]}

No. 2
{"formula": "C12H32O12S4", "method": "ωB97M-V with the def2-TZVPD basis set", "charge": 0, "lumo_energy_ev": 0.36, "mol_weight_g_mol": 496.644, "e_homo_ev": -10.84, "e_above_lowest_ev": 3.284, "e_tot_ha": -2971.881034, "gap_ev": 11.20, "symbols": ["C", "C", "O", "S", "C", "O", "O", "H", "H", "H", "H", "H", "H", "H", "H", "C", "C", "O", "S", "C", "O", "O", "H", "H", "H", "H", "H", "H", "H", "H", "C", "C", "O", "S", "C", "O", "O", "H", "H", "H", "H", "H", "H", "H", "H", "C", "C", "O", "S", "C", "O", "O", "H", "H", "H", "H", "H", "H", "H", "H"], "positions_angstrom": [[4.19731, -1.53360, -6.26018], [5.20433, -0.44348, -6.39076], [4.95489, 0.52121, -7.35710], [5.46817, 0.14081, -8.90355], [4.78706, 1.72437, -9.69543], [6.95814, 0.12194, -9.06246], [4.65210, -0.97860, -9.31574], [4.49067, -2.11240, -5.38437], [4.10422, -2.16963, -7.14046], [3.21020, -1.13304, -6.02939], [5.24451, -0.00323, -5.39443], [6.16971, -0.89974, -6.60981], [5.63210, 2.40977, -9.76058], [3.94900, 2.06732, -9.08869], [4.33003, 1.48812, -10.65637], [3.58426, 3.00995, -3.56626], [3.82443, 2.45602, -2.20674], [2.54393, 2.32424, -1.52509], [2.48408, 1.23868, -0.29292], [2.42375, -0.31531, -1.19165], [3.69998, 1.29769, 0.38874], [1.16672, 1.41103, 0.31492], [2.97090, 3.90273, -3.44461], [3.01540, 2.27436, -4.13497], [4.50753, 3.35615, -4.03083], [4.39593, 1.53227, -2.29708], [4.41313, 3.13166, -1.58621], [2.07036, -1.08752, -0.50835], [3.37240, -0.48663, -1.70040], [1.74600, -0.07428, -2.01060], [-4.91071, 4.07255, 6.90316], [-5.57392, 4.65280, 5.63095], [-4.75266, 4.63488, 4.49164], [-4.74194, 3.31212, 3.50204], [-2.95606, 2.78943, 3.89761], [-5.57459, 2.25899, 4.04779], [-4.94536, 3.85030, 2.13429], [-5.62657, 4.11182, 7.72420], [-3.94629, 4.53763, 7.10733], [-4.82353, 2.98875, 6.82633], [-6.43255, 4.00020, 5.47294], [-5.83683, 5.69957, 5.78342], [-2.53976, 3.13167, 4.84506], [-2.35616, 3.40803, 3.23009], [-2.69273, 1.77242, 3.60700], [-5.81354, -5.86024, 4.88569], [-4.32107, -5.97792, 4.41942], [-3.74473, -4.79488, 3.98502], [-2.12853, -4.76940, 3.67540], [-1.58698, -4.31734, 5.34031], [-1.68550, -6.13489, 3.33061], [-1.79034, -3.53444, 2.91597], [-6.30476, -6.69273, 5.38944], [-6.54574, -5.66745, 4.10160], [-5.92091, -4.95517, 5.48355], [-3.73677, -6.13574, 5.32595], [-4.08070, -6.78835, 3.73130], [-0.54751, -4.62511, 5.45380], [-2.10509, -4.89907, 6.10271], [-1.54939, -3.23927, 5.49672]], "atomic_forces_ev_per_a": [[-0.962, -0.473, -0.045], [1.002, -1.487, 1.021], [0.443, 1.052, -2.303], [0.721, 1.513, -0.607], [0.320, -1.317, 0.729], [-3.904, -0.098, 0.893], [0.995, 0.493, 0.152], [0.024, -0.291, -0.106], [0.124, 0.002, 0.128], [-0.102, 0.104, -0.087], [0.329, 0.730, -0.288], [0.302, 0.044, 0.264], [-0.305, 0.004, 0.014], [0.428, 0.068, 0.341], [0.578, -0.330, -0.088], [-0.778, 0.649, 0.127], [0.611, 0.371, 0.873], [0.006, -1.259, 0.584], [-3.770, -0.100, -2.065], [-0.134, 1.209, -0.615], [1.993, 0.396, 1.748], [2.330, 0.080, -0.734], [-0.172, 0.022, -0.197], [0.251, 0.181, -0.425], [0.014, -0.470, -0.155], [-0.329, -0.349, 0.368], [0.137, -0.004, -0.087], [0.172, 0.028, -0.285], [0.172, -0.289, 0.607], [-0.509, -0.476, 0.257], [-0.395, -0.268, -0.683], [-0.347, -0.953, 1.716], [0.555, -0.958, -1.684], [1.075, 0.606, -0.278], [0.019, 1.399, -1.764], [0.222, 1.106, -0.600], [0.798, -1.563, 3.277], [0.150, 0.782, 0.207], [-0.159, -0.034, 0.295], [0.531, -0.055, -0.481], [-0.370, 0.518, -0.245], [-0.209, -0.150, -0.116], [-1.030, -0.456, 0.451], [-0.141, 0.100, -0.451], [-0.694, -0.083, 0.341], [0.001, 1.260, -1.126], [-0.416, -1.984, 2.065], [0.969, 2.468, -2.340], [0.774, 1.354, 0.380], [0.978, -0.854, 0.079], [-0.951, 2.807, 0.329], [-1.309, -3.494, 0.938], [1.012, -0.302, 0.304], [0.431, 0.022, -0.696], [0.226, -0.158, 0.422], [-0.279, -1.069, 0.426], [-0.445, -0.002, -0.055], [0.120, -0.199, -0.391], [-0.356, 0.319, -0.111], [-0.751, -0.164, -0.228]]}

No. 3
{"formula": "C12H32O4", "method": "ωB97M-V with the def2-TZVPD basis set", "charge": 0, "lumo_energy_ev": 0.67, "mol_weight_g_mol": 240.384, "e_homo_ev": -9.81, "e_above_lowest_ev": 0.235, "e_tot_ha": -777.346089, "gap_ev": 10.47, "symbols": ["C", "C", "C", "O", "H", "H", "H", "H", "H", "H", "H", "H", "C", "C", "C", "O", "H", "H", "H", "H", "H", "H", "H", "H", "C", "C", "C", "O", "H", "H", "H", "H", "H", "H", "H", "H", "C", "C", "C", "O", "H", "H", "H", "H", "H", "H", "H", "H"], "positions_angstrom": [[3.91107, 14.69537, 13.41163], [5.11499, 14.06364, 14.07420], [6.23365, 13.79037, 13.08906], [5.55294, 14.98240, 15.07694], [4.23405, 15.42156, 12.66400], [3.30825, 15.20393, 14.16224], [3.28659, 13.95323, 12.90982], [4.84089, 13.10950, 14.54465], [6.51447, 14.73022, 12.59748], [5.91292, 13.11297, 12.29458], [7.12775, 13.41057, 13.58146], [6.40944, 14.69324, 15.41690], [8.96150, 16.05386, 17.50510], [8.42104, 14.63669, 17.46339], [7.09363, 14.48714, 18.15760], [8.21424, 14.21604, 16.09104], [8.94214, 16.43386, 18.52592], [8.38754, 16.68846, 16.83169], [10.00334, 16.07290, 17.17279], [9.13121, 13.93897, 17.91958], [6.30442, 15.01154, 17.61295], [7.10895, 14.91425, 19.16148], [6.81864, 13.43609, 18.23918], [9.07239, 14.05292, 15.69134], [2.92884, 16.81222, 10.43099], [1.92384, 17.18104, 9.34380], [0.52363, 16.69448, 9.70105], [1.90551, 18.60447, 9.15323], [2.92756, 15.74691, 10.65903], [2.72476, 17.36363, 11.35138], [3.93662, 17.06897, 10.09187], [2.22618, 16.74872, 8.39007], [0.41186, 15.65054, 9.37997], [-0.25252, 17.23934, 9.16456], [0.31204, 16.71774, 10.77024], [2.32611, 19.03995, 9.90008], [0.07642, 12.91508, 13.20830], [-1.24015, 12.89485, 12.44532], [-1.54370, 14.19927, 11.74319], [-1.21261, 11.79613, 11.51297], [0.32334, 11.91558, 13.55645], [0.03887, 13.58450, 14.07055], [0.86731, 13.28481, 12.54656], [-2.03556, 12.62727, 13.14904], [-2.45524, 14.07499, 11.15159], [-0.68563, 14.52651, 11.16326], [-1.83621, 14.96467, 12.46755], [-1.09514, 12.14541, 10.62567]], "atomic_forces_ev_per_a": [[-0.127, -0.088, -0.115], [0.326, 0.001, 0.271], [0.076, 0.455, -0.475], [-0.188, -0.011, -0.082], [-0.013, 0.097, 0.090], [-0.054, -0.005, -0.003], [0.062, -0.027, 0.009], [-0.144, 0.090, 0.076], [-0.026, -0.054, 0.102], [0.054, -0.166, 0.140], [-0.057, -0.220, 0.030], [0.154, -0.078, -0.094], [0.365, -0.233, -0.103], [0.007, -0.166, -0.268], [-0.453, 0.080, 0.150], [0.018, -0.002, 0.384], [-0.080, 0.130, -0.032], [-0.137, 0.097, 0.154], [-0.047, 0.037, -0.037], [0.074, 0.103, 0.038], [0.056, -0.044, -0.060], [0.180, -0.064, 0.005], [-0.055, 0.005, -0.054], [0.019, 0.053, -0.102], [0.324, 0.038, -0.508], [-0.262, 0.410, 0.754], [-0.151, -0.663, -0.426], [0.058, -0.107, -0.165], [-0.136, -0.022, -0.019], [-0.114, -0.039, 0.028], [-0.016, 0.009, 0.112], [0.022, 0.006, -0.060], [0.090, 0.046, 0.137], [0.129, 0.208, 0.033], [0.083, 0.251, 0.042], [-0.015, -0.103, 0.026], [0.034, 0.373, -0.172], [0.161, -0.655, 0.181], [-0.825, -0.120, 0.582], [-0.010, 0.193, 0.043], [0.049, -0.049, -0.023], [-0.090, 0.007, -0.011], [0.044, -0.176, 0.077], [-0.069, 0.200, -0.085], [0.297, -0.019, -0.378], [-0.090, 0.126, -0.202], [0.437, 0.074, 0.037], [0.039, 0.021, -0.025]]}

No. 4
{"formula": "C12H32O4Tl", "method": "ωB97M-V with the def2-TZVPD basis set", "charge": 4, "lumo_energy_ev": [-17.10, -17.61], "mol_weight_g_mol": 444.767, "multiplicity": 2, "e_homo_ev": [-21.55, -21.57], "e_tot_ha": -947.925543, "gap_ev": [4.46, 3.96], "symbols": ["Tl", "C", "C", "C", "O", "H", "H", "H", "H", "H", "H", "H", "H", "C", "C", "C", "O", "H", "H", "H", "H", "H", "H", "H", "H", "C", "C", "C", "O", "H", "H", "H", "H", "H", "H", "H", "H", "C", "C", "C", "O", "H", "H", "H", "H", "H", "H", "H", "H"], "positions_angstrom": [[-0.39447, -0.66729, -0.66843], [-4.55515, -2.63508, -2.35648], [-4.62645, -1.32805, -1.56879], [-5.36123, -1.55700, -0.28128], [-3.31946, -0.79395, -1.22438], [-5.56705, -3.04020, -2.36032], [-3.87694, -3.35568, -1.89945], [-4.32284, -2.41728, -3.39892], [-5.13923, -0.55727, -2.14418], [-4.85469, -2.40763, 0.17475], [-6.41652, -1.80300, -0.39931], [-5.41191, -0.76589, 0.46683], [-3.50161, -0.02524, -0.67895], [0.79553, 3.44978, -2.93173], [0.20527, 3.04012, -1.55993], [-0.45049, 4.29115, -0.94509], [-0.77801, 2.07428, -1.79490], [0.05622, 4.07539, -3.43187], [0.94667, 2.56232, -3.54628], [1.70493, 4.04888, -2.88525], [0.99384, 2.60300, -0.94741], [0.33823, 4.97118, -0.62325], [-1.04528, 4.02588, -0.07103], [-1.13761, 4.81827, -1.60697], [-1.31223, 2.41742, -2.51494], [3.72406, -3.12077, 0.43337], [2.21175, -3.41068, 0.67476], [1.81541, -4.41855, 1.78840], [1.57037, -2.18034, 0.86724], [4.28045, -4.02718, 0.19473], [4.29299, -2.56249, 1.17686], [3.78755, -2.53098, -0.48108], [1.78075, -3.70182, -0.28314], [0.78490, -4.36499, 2.13955], [2.45254, -4.50196, 2.66885], [1.89226, -5.41277, 1.34824], [1.80442, -2.01864, 1.78411], [1.63311, 2.96364, 2.42746], [2.12022, 1.68329, 1.67080], [3.30036, 1.01350, 2.39836], [1.04840, 0.71092, 1.54220], [1.19716, 2.75734, 3.40496], [0.79606, 3.35508, 1.84933], [2.45315, 3.64506, 2.65397], [2.48962, 1.97606, 0.68799], [4.17662, 1.64256, 2.55506], [3.69663, 0.13051, 1.89699], [3.01374, 0.58808, 3.36012], [0.70795, 0.76099, 2.43841]], "atomic_forces_ev_per_a": [[0.475, 0.066, 0.291], [-0.290, 1.363, -0.185], [3.142, -2.688, -0.530], [-1.729, 0.437, 2.683], [-2.043, -1.008, -1.082], [-0.008, -0.074, -0.020], [0.161, 0.109, -0.131], [0.328, -0.324, -0.176], [-0.857, 1.083, -0.284], [0.245, -0.109, -0.004], [0.001, 0.004, -0.791], [0.360, 0.334, -0.062], [-0.245, 0.758, 0.549], [-0.537, 1.119, -1.763], [0.679, -2.371, 0.492], [-0.961, 1.754, 0.503], [1.386, 0.787, 0.689], [0.061, 0.084, -0.341], [0.085, -0.217, 0.279], [0.049, -0.017, 0.738], [-0.399, -0.029, 0.381], [0.368, -0.041, -0.391], [0.105, -0.655, 0.061], [0.191, 0.069, -0.236], [-0.909, 0.264, -0.683], [2.143, 0.692, -0.811], [-2.548, -0.431, -1.193], [0.505, -0.576, 0.930], [1.038, -1.223, 0.353], [-0.519, -0.616, 0.411], [-0.540, -0.203, 0.551], [-0.376, 0.128, -0.019], [0.529, -0.500, -0.211], [-0.066, 0.671, -0.277], [0.249, 0.444, -0.025], [0.334, -0.111, -0.636], [-0.212, 1.240, 1.196], [-0.246, -1.335, -0.443], [1.693, 0.789, 1.381], [-0.015, -0.559, 0.110], [-0.127, 0.260, -0.478], [0.076, -0.501, 0.163], [0.260, 0.706, -0.076], [-0.150, 0.185, -0.571], [-0.372, -0.156, -0.295], [-0.281, 0.311, -0.001], [-0.104, 0.010, -0.694], [-0.266, 0.484, 0.344], [-0.664, -0.406, 0.306]]}